[1]
Formula: C2H8NO2
Source: OMol25
Level of theory: wB97M-V/def2-TZVPD

Structure (XYZ):
```
13
Properties=species:S:1:pos:R:3:forces:R:3
C 0.608327 -0.883989 -0.670773 1.223 0.901 0.282
O 0.618598 -1.379345 0.643082 -0.405 -0.668 -1.129
C -0.492468 0.153278 -1.087293 -1.170 -1.257 2.049
N -0.608922 1.448090 -0.373467 0.960 0.045 0.154
H 0.745902 -1.726770 -1.453537 -0.542 1.131 1.073
H 1.513829 -0.252038 -0.714627 0.468 -0.100 -0.675
H -1.436018 -0.361427 -0.954405 -0.543 -0.154 0.119
H -0.452447 0.339209 -2.134470 0.479 0.299 -1.042
H 0.339075 1.839948 -0.468320 -0.624 0.182 0.494
H -0.834671 1.418330 0.663817 0.727 -0.841 -1.594
H -0.013770 -0.211920 2.974585 0.345 -0.608 1.740
H 0.324875 -0.616893 1.361884 -0.746 0.239 -0.310
O -0.312304 0.233531 2.213530 -0.173 0.831 -1.161
```
Forces are in eV/Å.

Computed properties:
- orbital gap (hartree) = 0.3026
- total charge = -1
- spin multiplicity = 1
- lowest unoccupied orbital energy (eV) = 4.52
- total energy (eV) = -7788.5494

Atomic partial charges in e from the Mulliken method, atoms 1 to 4: number 1, C, carries -0.28; number 2, O, carries -0.64; number 3, C, carries -0.73; number 4, N, carries -0.68

[2]
Formula: C24H17Br2N6OS3Tc
Source: OMol25
Level of theory: wB97M-V/def2-TZVPD

Structure (XYZ):
```
54
Properties=species:S:1:pos:R:3:forces:R:3
Tc -0.072065 -0.066359 -0.412316 -0.930 0.813 -2.445
C 2.693386 0.023570 2.919799 0.055 -0.068 -0.281
C 1.599936 0.243952 1.932377 0.499 -0.794 -0.613
N 1.496441 -0.423873 0.799182 0.259 0.079 1.299
N 2.419209 -1.367846 0.562646 1.365 -0.413 0.323
C 2.178613 -2.210273 -0.396442 -0.890 0.256 -0.459
N 3.052233 -3.182847 -0.655052 0.250 -0.067 -0.019
S 0.691828 -2.195511 -1.336222 -0.265 0.444 0.921
C 0.507235 1.144996 2.177104 -1.025 0.845 0.221
C 0.325393 1.857935 3.368226 0.177 -0.314 -0.383
C -0.838076 2.577160 3.558619 -0.245 -0.057 -0.328
C -1.809499 2.562835 2.564154 0.460 -0.055 0.215
C -1.545395 1.884751 1.388440 -0.434 -0.301 0.045
N -0.420381 1.197443 1.189633 0.226 -0.059 1.203
H 3.351190 -0.764090 2.564929 -0.036 0.053 0.071
H 2.290918 -0.247106 3.895402 -0.076 0.004 0.025
H 3.272420 0.937181 3.038735 0.045 0.134 0.046
H 3.925304 -3.208223 -0.154934 0.000 -0.018 0.006
H 2.900502 -3.819695 -1.417871 0.004 0.050 0.058
H 1.069910 1.816072 4.144623 0.164 -0.018 0.037
H -1.000963 3.122401 4.473397 -0.002 0.054 0.134
H -2.747999 3.073499 2.692875 -0.104 0.110 -0.069
H -2.274828 1.877471 0.590582 0.087 -0.093 -0.018
S -0.457023 3.496001 -0.658993 0.109 0.006 -0.350
C 0.833567 2.703043 -1.357260 -0.254 1.240 0.330
N 1.023007 1.386183 -1.534719 -0.381 -0.681 0.434
C 2.054983 1.166671 -2.428745 0.861 -0.037 -1.062
C 2.421744 -0.035829 -3.039472 -0.169 -0.019 0.129
C 3.442119 -0.065989 -3.964502 0.161 0.150 -0.014
C 4.125922 1.095561 -4.317241 0.020 -0.009 0.001
C 3.778413 2.304380 -3.750598 -0.044 -0.090 0.091
C 2.750313 2.329508 -2.823653 -0.109 -0.119 0.085
S 2.064294 3.729155 -2.072589 -0.219 -0.580 0.110
H 1.870287 -0.933558 -2.827451 0.041 0.053 -0.113
H 3.705085 -0.999439 -4.440522 -0.036 -0.061 -0.017
H 4.907566 1.058524 -5.057278 0.132 -0.020 -0.097
H 4.269820 3.221901 -4.029841 0.110 0.091 -0.077
Br -4.039565 0.265141 -3.593640 -0.054 -0.099 0.264
C -3.970336 -0.528773 -1.884548 1.407 0.473 0.085
C -5.095985 -1.131591 -1.331376 -0.267 -0.414 0.608
C -5.053817 -1.706499 -0.078335 -0.181 0.086 -0.267
Br -6.639253 -2.440737 0.649579 0.144 0.045 -0.082
C -3.847884 -1.761814 0.663721 0.124 0.103 -0.246
C -3.677477 -2.354389 1.927773 0.328 0.007 0.088
C -2.421133 -2.391647 2.487087 -0.337 -0.066 -0.086
C -1.341087 -1.831585 1.803051 0.187 0.068 -0.128
N -1.479735 -1.214607 0.642231 -0.066 -0.418 0.535
C -2.702927 -1.173562 0.074359 -0.881 0.197 -0.642
C -2.754430 -0.478375 -1.178328 -2.729 -1.217 0.613
O -1.697903 0.132335 -1.556944 2.540 0.753 -0.319
H -6.015399 -1.144109 -1.897877 -0.049 0.031 0.012
H -4.526643 -2.780093 2.441172 -0.035 -0.051 0.007
H -2.253554 -2.860706 3.443704 0.022 -0.025 0.051
H -0.338282 -1.888544 2.203351 0.043 0.016 0.061
```
Forces are in eV/Å.

Computed properties:
- orbital gap (alpha / beta) (hartree) = 0.1358 / 0.1934
- total charge = +1
- spin multiplicity = 2
- lowest unoccupied orbital energy (alpha / beta) (eV) = -6.05 / -5.05
- total energy (eV) = -210936.8643

Atomic partial charges in e from the Mulliken method, atoms 1 to 4: number 1, Tc, carries 0.11; number 2, C, carries -1.82; number 3, C, carries 0.49; number 4, N, carries 1.76